108
Properties=species:S:1:pos:R:3 method="wB97M-V/def2-TZVPD" total_charge=-1 e_homo_ev=-8.11
As 0.392 0.234 -2.268
F -1.300 0.086 -2.591
F 0.419 1.627 -3.306
F 2.068 0.456 -1.872
F 0.293 -1.115 -1.193
F 0.786 -0.754 -3.618
F 0.011 1.331 -0.961
C 4.487 -2.579 -0.732
C 4.977 -3.931 -0.173
C 3.852 -4.961 -0.308
S 2.301 -4.062 -0.223
O 1.846 -4.122 1.145
O 1.431 -4.476 -1.294
C 2.973 -2.432 -0.579
H 4.715 -2.483 -1.795
H 5.040 -1.782 -0.237
H 5.262 -3.817 0.870
H 5.803 -4.303 -0.777
H 3.849 -5.758 0.429
H 3.880 -5.409 -1.303
H 2.665 -1.723 0.186
H 2.491 -2.160 -1.514
C 0.082 4.605 -1.845
C -1.209 4.227 -1.108
C -1.948 5.538 -0.895
S -0.688 6.677 -0.334
O -0.499 6.496 1.084
O -0.942 7.997 -0.847
C 0.675 5.885 -1.216
H 0.019 4.713 -2.926
H 0.804 3.808 -1.663
H -0.941 3.833 -0.128
H -1.804 3.555 -1.719
H -2.792 5.637 -0.215
H -2.290 5.943 -1.854
H 1.417 5.616 -0.469
H 1.018 6.653 -1.903
C -1.035 -3.810 -5.307
C -0.337 -3.875 -3.935
C -1.360 -3.516 -2.879
S -2.951 -4.060 -3.509
O -3.808 -2.912 -3.646
O -3.399 -5.249 -2.831
C -2.365 -4.518 -5.145
H -0.388 -4.220 -6.079
H -1.201 -2.752 -5.537
H 0.526 -3.215 -3.887
H 0.051 -4.888 -3.783
H -1.429 -2.432 -2.775
H -1.238 -3.953 -1.892
H -3.126 -4.303 -5.890
H -2.190 -5.596 -5.110
C 2.100 2.596 1.317
C 2.450 3.323 2.625
C 3.325 2.364 3.441
S 4.109 1.230 2.273
O 3.559 -0.086 2.474
O 5.533 1.450 2.287
C 3.408 2.001 0.816
H 1.695 3.283 0.575
H 1.374 1.812 1.524
H 1.545 3.514 3.204
H 2.934 4.281 2.448
H 2.786 1.750 4.158
H 4.126 2.863 3.987
H 3.379 1.309 -0.022
H 4.102 2.810 0.575
C -4.672 2.789 -2.653
C -3.797 1.521 -2.607
C -4.697 0.296 -2.648
S -6.181 0.789 -3.538
O -7.296 0.726 -2.641
O -6.233 0.174 -4.836
C -5.696 2.511 -3.742
H -4.086 3.669 -2.920
H -5.141 2.951 -1.680
H -3.119 1.523 -1.755
H -3.125 1.566 -3.467
H -5.063 -0.003 -1.665
H -4.194 -0.570 -3.077
H -6.559 3.165 -3.814
H -5.179 2.482 -4.705
C -1.220 0.814 1.987
C -0.208 -0.274 2.265
O 0.342 -0.239 3.585
P -0.556 -0.501 4.873
O -1.910 0.013 4.861
O -0.414 -2.053 5.166
C -0.962 -3.022 4.261
C 0.199 -3.816 3.701
O 0.336 0.110 6.023
C 1.689 -0.350 6.195
C 2.048 -0.249 7.666
H -1.395 0.881 0.915
H -2.176 0.577 2.456
H -0.931 1.789 2.385
H -0.703 -1.228 2.047
H 0.604 -0.260 1.536
H -1.700 -3.640 4.770
H -1.491 -2.520 3.448
H 0.840 -4.117 4.535
H -0.069 -4.723 3.163
H 0.792 -3.174 3.055
H 1.777 -1.389 5.882
H 2.353 0.283 5.610
H 3.049 -0.672 7.780
H 2.066 0.783 8.009
H 1.359 -0.859 8.248

89
Properties=species:S:1:pos:R:3 method="wB97M-V/def2-TZVPD" total_charge=+3 e_homo_ev=-16.15
B 13.609 13.464 -15.316
H 13.399 12.343 -14.871
H 12.676 13.805 -15.990
H 13.705 14.259 -14.408
H 14.556 13.407 -16.062
C 12.451 13.860 -18.836
C 13.067 12.477 -18.702
N 12.156 11.387 -18.336
C 11.245 10.794 -19.190
C 10.638 9.807 -18.498
N 11.171 9.813 -17.231
C 12.144 10.726 -17.187
C 10.822 8.938 -16.117
H 12.078 14.249 -17.895
H 11.639 13.862 -19.567
H 13.252 14.492 -19.214
H 13.794 12.468 -17.888
H 13.615 12.242 -19.613
H 11.103 11.112 -20.208
H 9.872 9.134 -18.844
H 12.762 10.968 -16.334
H 9.750 9.020 -15.942
H 11.367 9.278 -15.242
H 11.048 7.898 -16.338
C 12.154 15.955 -11.496
C 13.530 15.300 -11.555
N 13.538 13.961 -10.950
C 13.576 12.750 -11.626
C 13.708 11.789 -10.683
N 13.843 12.422 -9.460
C 13.824 13.732 -9.674
C 14.036 11.778 -8.173
H 12.228 16.937 -11.960
H 11.806 16.091 -10.473
H 11.438 15.353 -12.058
H 14.289 15.926 -11.088
H 13.809 15.201 -12.605
H 13.431 12.726 -12.699
H 13.749 10.718 -10.775
H 13.975 14.456 -8.888
H 14.828 11.030 -8.222
H 13.157 11.217 -7.854
H 14.273 12.515 -7.412
C 17.317 8.889 -14.499
C 17.917 10.255 -14.798
N 17.469 11.244 -13.773
C 16.562 12.260 -13.964
C 16.665 13.080 -12.897
N 17.552 12.495 -12.017
C 18.052 11.412 -12.595
C 18.017 13.017 -10.729
H 17.606 8.552 -13.506
H 17.639 8.211 -15.289
H 16.228 8.897 -14.559
H 17.528 10.632 -15.738
H 18.999 10.225 -14.740
H 15.963 12.366 -14.856
H 16.139 13.977 -12.623
H 18.801 10.764 -12.168
H 19.092 12.916 -10.657
H 17.454 12.539 -9.927
H 17.712 14.060 -10.643
C 7.048 11.727 -17.457
C 8.147 12.642 -16.919
C 7.880 13.099 -15.508
N 8.790 14.222 -14.991
C 10.210 13.770 -15.143
C 8.492 14.505 -13.545
C 8.420 16.008 -13.427
C 7.838 16.432 -14.777
C 8.567 15.510 -15.747
H 6.903 10.849 -16.829
H 7.291 11.472 -18.486
H 6.087 12.243 -17.520
H 8.272 13.509 -17.569
H 9.087 12.086 -16.998
H 7.927 12.373 -14.696
H 6.883 13.547 -15.434
H 10.902 14.461 -14.673
H 10.429 13.640 -16.194
H 10.317 12.793 -14.670
H 9.148 13.987 -12.850
H 7.498 14.079 -13.368
H 9.447 16.402 -13.466
H 7.932 16.446 -12.564
H 8.003 17.484 -15.005
H 6.747 16.343 -14.775
H 9.539 15.968 -15.920
H 8.017 15.358 -16.666

Copy entry 1 word for word.
108
Properties=species:S:1:pos:R:3 method="wB97M-V/def2-TZVPD" total_charge=-1 e_homo_ev=-8.11
As 0.392 0.234 -2.268
F -1.300 0.086 -2.591
F 0.419 1.627 -3.306
F 2.068 0.456 -1.872
F 0.293 -1.115 -1.193
F 0.786 -0.754 -3.618
F 0.011 1.331 -0.961
C 4.487 -2.579 -0.732
C 4.977 -3.931 -0.173
C 3.852 -4.961 -0.308
S 2.301 -4.062 -0.223
O 1.846 -4.122 1.145
O 1.431 -4.476 -1.294
C 2.973 -2.432 -0.579
H 4.715 -2.483 -1.795
H 5.040 -1.782 -0.237
H 5.262 -3.817 0.870
H 5.803 -4.303 -0.777
H 3.849 -5.758 0.429
H 3.880 -5.409 -1.303
H 2.665 -1.723 0.186
H 2.491 -2.160 -1.514
C 0.082 4.605 -1.845
C -1.209 4.227 -1.108
C -1.948 5.538 -0.895
S -0.688 6.677 -0.334
O -0.499 6.496 1.084
O -0.942 7.997 -0.847
C 0.675 5.885 -1.216
H 0.019 4.713 -2.926
H 0.804 3.808 -1.663
H -0.941 3.833 -0.128
H -1.804 3.555 -1.719
H -2.792 5.637 -0.215
H -2.290 5.943 -1.854
H 1.417 5.616 -0.469
H 1.018 6.653 -1.903
C -1.035 -3.810 -5.307
C -0.337 -3.875 -3.935
C -1.360 -3.516 -2.879
S -2.951 -4.060 -3.509
O -3.808 -2.912 -3.646
O -3.399 -5.249 -2.831
C -2.365 -4.518 -5.145
H -0.388 -4.220 -6.079
H -1.201 -2.752 -5.537
H 0.526 -3.215 -3.887
H 0.051 -4.888 -3.783
H -1.429 -2.432 -2.775
H -1.238 -3.953 -1.892
H -3.126 -4.303 -5.890
H -2.190 -5.596 -5.110
C 2.100 2.596 1.317
C 2.450 3.323 2.625
C 3.325 2.364 3.441
S 4.109 1.230 2.273
O 3.559 -0.086 2.474
O 5.533 1.450 2.287
C 3.408 2.001 0.816
H 1.695 3.283 0.575
H 1.374 1.812 1.524
H 1.545 3.514 3.204
H 2.934 4.281 2.448
H 2.786 1.750 4.158
H 4.126 2.863 3.987
H 3.379 1.309 -0.022
H 4.102 2.810 0.575
C -4.672 2.789 -2.653
C -3.797 1.521 -2.607
C -4.697 0.296 -2.648
S -6.181 0.789 -3.538
O -7.296 0.726 -2.641
O -6.233 0.174 -4.836
C -5.696 2.511 -3.742
H -4.086 3.669 -2.920
H -5.141 2.951 -1.680
H -3.119 1.523 -1.755
H -3.125 1.566 -3.467
H -5.063 -0.003 -1.665
H -4.194 -0.570 -3.077
H -6.559 3.165 -3.814
H -5.179 2.482 -4.705
C -1.220 0.814 1.987
C -0.208 -0.274 2.265
O 0.342 -0.239 3.585
P -0.556 -0.501 4.873
O -1.910 0.013 4.861
O -0.414 -2.053 5.166
C -0.962 -3.022 4.261
C 0.199 -3.816 3.701
O 0.336 0.110 6.023
C 1.689 -0.350 6.195
C 2.048 -0.249 7.666
H -1.395 0.881 0.915
H -2.176 0.577 2.456
H -0.931 1.789 2.385
H -0.703 -1.228 2.047
H 0.604 -0.260 1.536
H -1.700 -3.640 4.770
H -1.491 -2.520 3.448
H 0.840 -4.117 4.535
H -0.069 -4.723 3.163
H 0.792 -3.174 3.055
H 1.777 -1.389 5.882
H 2.353 0.283 5.610
H 3.049 -0.672 7.780
H 2.066 0.783 8.009
H 1.359 -0.859 8.248